8
Properties=species:S:1:pos:R:3:forces:R:3:lowdin_charge:R:1 method="wB97M-V/def2-TZVPD" total_energy_ev=-2827.6480 total_charge=0 e_above_lowest_kcal_mol=49.08
H 1.168 -1.378 0.080 0.47 2.41 -0.09 0.072
C 1.331 -0.209 -0.006 -5.23 -2.46 1.58 0.118
H -0.081 1.929 0.134 0.50 -1.57 0.15 0.055
H -1.323 -1.203 0.303 -0.04 0.76 -0.36 0.054
B 0.015 0.654 0.194 1.37 0.84 -0.72 -0.351
H 2.229 0.025 -0.412 2.66 1.01 -1.06 -0.031
H -2.083 0.305 -0.340 -2.92 1.27 -1.19 -0.015
C -1.257 -0.123 0.047 3.18 -2.27 1.69 0.097